Record 1
ORCA calculation (ωB97M-V with the def2-TZVPD basis set) on 2 unconnected molecules or ions with the total composition C2H2IN3 at a distorted geometry.

Properties
E_LUMO: 0.05 eV
HOMO: -9.603 eV
Largest force on an atom: 3.76 eV Å⁻¹

Each line ends with the Mulliken charge.
Atoms and positions in Å:
I (2.1579, 0.2556, 0.5344)  0.1913
C (0.1583, 0.4248, 0.0829)  -0.0718
N (-1.0091, -0.0407, -0.0413)  -0.4020
C (-0.7984, 1.4279, -0.5103)  -0.1639
H (-1.1905, 2.3154, 0.1181)  0.1990
H (-0.8177, 1.4695, -1.5339)  0.2491
N (1.2589, -2.8884, 0.8801)  -0.0091
N (0.2406, -2.9642, 0.4699)  0.0074

---

Record 2
ORCA calculation (ωB97M-V with the def2-TZVPD basis set) on 2 unconnected molecules or ions with the total composition CH5NO3S at a distorted geometry.

Properties
E_LUMO (alpha / beta): -0.28 / -1.53 eV
HOMO (alpha / beta): -9.153 / -9.783 eV
Largest force on an atom: 2.66 eV Å⁻¹

Each line ends with the Mulliken charge.
Atoms and positions in Å:
C (1.4501, 0.6010, -0.5111)  -0.7861
N (-1.8202, -1.0921, -0.3164)  -0.3112
O (0.0395, 0.8237, 1.7114)  -0.5500
O (-0.6951, 2.1917, -0.1439)  -0.5375
O (-1.3505, -1.9270, 0.6703)  -0.2886
S (-0.1665, 0.9420, 0.2715)  0.9643
H (1.4306, -0.0607, -1.3721)  0.3068
H (2.0951, 1.5271, -0.8338)  0.2861
H (2.0650, 0.0137, 0.2023)  0.3051
H (-1.4823, -1.4738, -1.2040)  0.2444
H (-1.5656, -1.5456, 1.5257)  0.3668

---

Record 3
ORCA calculation (ωB97M-V with the def2-TZVPD basis set) on 2 unconnected molecules or ions with the total composition C4H9O2S at a distorted geometry.

Properties
Net charge: -1
E_LUMO: 3.09 eV
HOMO: -3.613 eV
Largest force on an atom: 6.07 eV Å⁻¹

Each line ends with the Mulliken charge.
Atoms and positions in Å:
C (-1.2969, 0.9336, 1.8157)  -0.2550
S (-1.8527, 2.7698, 1.8277)  -0.2801
H (-0.7918, 3.4258, 2.2015)  0.0885
H (-1.2601, 0.4587, 0.8431)  -0.0206
H (-2.0662, 0.4501, 2.4660)  0.2681
H (-0.3056, 0.4517, 2.3065)  0.3104
C (1.2510, -0.7502, -1.4924)  -0.2068
C (-0.1586, -0.6669, -1.8402)  -0.9069
C (1.4833, -1.1085, -0.0068)  0.3077
O (2.4848, -1.7030, 0.3648)  -0.7580
O (0.6153, -0.8624, 0.8454)  -0.6507
H (1.8521, -1.4420, -2.2239)  0.2362
H (1.6778, 0.1865, -1.4808)  0.1687
H (-0.4702, 0.1454, -2.2858)  0.3212
H (-0.8113, -0.6960, -0.8974)  0.1109
H (-0.3509, -1.5925, -2.4433)  0.2663

---

Record 4
ORCA calculation (ωB97M-V with the def2-TZVPD basis set) on a single C5H8O molecule.

Properties
E_LUMO: 1.06 eV
HOMO: -9.406 eV
Largest force on an atom: 0.56 eV Å⁻¹

Each line ends with the Mulliken charge.
Atoms and positions in Å:
C (-1.5287, 0.9404, -0.3024)  -1.2884
C (-0.2448, 0.2407, 0.0814)  0.5707
C (0.3622, -0.8235, -0.8486)  -0.5268
C (0.9194, -1.0230, 0.5618)  -0.2635
C (1.1891, 0.4839, 0.6905)  -0.4575
O (-0.4194, -0.8014, 1.1128)  -0.4982
H (-2.2817, 0.1446, -0.2332)  0.3164
H (-1.5090, 1.2693, -1.3475)  0.3068
H (-1.8542, 1.7648, 0.3347)  0.3225
H (-0.3684, -1.5659, -1.1768)  0.2746
H (1.0368, -0.4951, -1.6458)  0.2599
H (1.4755, -1.8698, 0.9645)  0.4663
H (1.2451, 0.8063, 1.7347)  0.2586
H (1.9782, 0.9287, 0.0739)  0.2585

---

Record 5
ORCA calculation (ωB97M-V with the def2-TZVPD basis set) on a molecular structure, C8H45I2NO20P at a distorted geometry.

Properties
Net charge: -1
E_LUMO: 1.86 eV
HOMO: -3.691 eV
Largest force on an atom: 8.87 eV Å⁻¹

Each line ends with the Mulliken charge.
Atoms and positions in Å:
C (-3.9957, 1.3183, -1.4086)  -0.6366
C (-3.4479, 0.5095, -2.7492)  0.5614
O (-3.2577, 1.1691, -3.9256)  -0.5818
O (-3.1577, -0.9334, -2.7676)  -0.2771
C (-2.3039, -1.3463, -1.6428)  0.4206
O (-2.5899, -2.4986, -1.0293)  -0.5419
C (-0.9654, -0.4941, -1.1146)  0.3306
C (-0.1681, -1.4866, -0.0735)  0.1994
P (1.5815, -1.7027, -0.9028)  -0.2363
N (2.1916, -0.2047, -1.2341)  -0.4270
C (0.1051, -0.7878, 1.3843)  -0.1725
I (2.1334, -0.5357, 2.2811)  0.0270
C (-1.0200, -0.2582, 2.2544)  -0.7662
C (-2.6081, -0.3582, 1.8592)  -0.3917
I (-0.5305, 0.7238, 4.1981)  -0.0907
H (-4.9474, 1.9333, -1.7569)  0.3500
H (-4.2884, 0.6063, -0.5203)  0.1839
H (-3.1445, 2.0625, -1.1069)  0.2057
H (-0.3070, -0.3351, -2.0775)  -0.1893
H (-1.3217, 0.4972, -0.6048)  0.1631
H (1.4225, -2.3365, -2.2055)  0.0889
H (2.4603, -2.5001, -0.0789)  0.0999
H (2.3285, -0.0990, -2.2676)  0.1514
H (-2.9166, -1.3359, 1.2864)  0.1167
H (-2.8421, 0.5650, 1.1476)  -0.0478
H (-3.2350, -0.1916, 2.8350)  0.4948
O (-0.3842, -0.5380, -4.7549)  -0.6164
H (-0.8084, -0.6257, -5.6217)  0.2932
H (-0.9548, 0.0822, -4.2767)  0.2510
O (-0.8766, -3.4432, 3.3121)  -0.6812
H (-0.7911, -2.5443, 2.9605)  0.4009
H (-1.8218, -3.6389, 3.2271)  0.3249
O (-5.4501, -2.9506, -2.6767)  -0.6930
H (-4.7464, -2.3384, -2.4140)  0.3951
H (-5.8860, -2.5025, -3.4169)  0.2918
O (1.1405, -5.4849, 3.9283)  -0.6357
H (1.4682, -6.0719, 3.2305)  0.3109
H (0.5255, -4.8944, 3.4678)  0.3537
O (4.4124, 2.5184, 1.3031)  -0.5833
H (5.2299, 2.0038, 1.3803)  0.3594
H (3.9371, 2.0944, 0.5729)  0.2719
O (5.0578, -1.5250, 0.9503)  -0.6064
H (5.6370, -2.2914, 0.8239)  0.2689
H (4.6007, -1.4343, 0.1008)  0.3478
O (0.1244, 1.9312, -2.1419)  -0.3761
H (0.8281, 2.5433, -1.8793)  0.1708
H (-0.3115, 2.3793, -2.8821)  0.2456
O (1.7340, 4.6389, -1.1539)  -0.6130
H (2.4377, 5.2511, -0.8913)  0.3233
H (1.2981, 5.0870, -1.8941)  0.3154
O (6.4521, 0.7970, 0.1677)  -0.6336
H (7.2348, 0.5705, -0.3567)  0.2675
H (6.4480, 0.1384, 0.8785)  0.3158
O (2.6978, 1.9734, -3.7044)  -0.6428
H (1.9363, 1.7292, -3.1573)  0.3199
H (3.1240, 2.6875, -3.2071)  0.3429
O (5.3111, 4.2829, -2.8161)  -0.6220
H (6.0938, 4.0564, -3.3405)  0.2982
H (5.3069, 3.6244, -2.1053)  0.3174
O (-3.5940, -5.4446, -3.7088)  -0.6447
H (-4.0182, -5.5323, -4.5756)  0.2882
H (-4.1646, -4.8244, -3.2306)  0.3568
O (-5.6718, 0.4763, 3.0094)  -0.6076
H (-6.2212, -0.0712, 2.4287)  0.3083
H (-6.1160, 0.4247, 3.8690)  0.2922
O (-3.2241, 0.8202, 7.0270)  -0.6242
H (-2.4414, 0.5937, 6.5026)  0.2473
H (-3.2283, 0.1617, 7.7377)  0.2980
O (5.9216, 2.6522, 4.2786)  -0.6515
H (5.4974, 2.5644, 3.4118)  0.3314
H (5.3510, 3.2723, 4.7567)  0.3072
O (1.7879, 7.3093, -1.2284)  -0.6281
H (1.9596, 8.2577, -1.1289)  0.2778
H (0.9636, 7.1680, -0.7392)  0.3365
O (-3.1081, -5.6586, 2.9501)  -0.6396
H (-2.2906, -6.1731, 3.0273)  0.3175
H (-3.5834, -6.0825, 2.2199)  0.3170

---

Record 6
ORCA calculation (ωB97M-V with the def2-TZVPD basis set) on a molecular structure, C32H30F5N12O3PdSe.

Properties
Net charge: -1
E_LUMO: 2.01 eV
HOMO: -4.980 eV
Largest force on an atom: 0.22 eV Å⁻¹

Each line ends with the Mulliken charge.
Atoms and positions in Å:
Pd (1.8649, -2.0877, 0.6943)  0.4017
C (-1.1742, -1.4666, -3.8905)  -1.0812
N (-0.2736, -2.0001, -2.8622)  1.1021
C (-0.0135, -1.5483, -1.6378)  -0.5158
N (0.8223, -2.3832, -1.0346)  0.1016
C (1.0341, -3.3544, -1.9614)  -0.4208
N (0.3816, -3.1603, -3.0790)  -1.1477
C (-1.1047, 0.0338, -3.9870)  0.3025
C (-0.4256, 0.6959, -5.0028)  -0.7048
C (-0.4199, 2.0857, -5.0469)  -0.6675
C (-1.0702, 2.8278, -4.0719)  -0.8352
C (-1.7357, 2.1640, -3.0483)  -0.3816
C (-1.7619, 0.7752, -3.0202)  1.0007
C (-2.4164, 2.8597, -1.9575)  0.6827
N (-2.8627, 4.0605, -1.8325)  -0.6638
N (-3.4450, 4.1290, -0.5646)  -0.5503
C (-3.2990, 2.9622, -0.0366)  0.4506
O (-2.6469, 2.1117, -0.8568)  0.1347
C (-3.7009, 2.4165, 1.2582)  0.0287
C (-4.5273, 3.1219, 2.1288)  -1.0161
C (-4.9010, 2.5334, 3.3243)  -0.7252
C (-4.4557, 1.2568, 3.6553)  -0.8892
C (-3.6336, 0.5528, 2.7883)  0.5679
C (-3.1940, -0.8636, 3.0760)  -1.1927
N (-1.7707, -1.0570, 2.8600)  0.9990
C (-1.1605, -1.5306, 1.7734)  -0.5270
N (0.1487, -1.4626, 1.9443)  0.2693
C (0.2869, -0.9304, 3.1926)  -0.7294
N (-0.8568, -0.6610, 3.7745)  -1.1389
C (-3.2620, 1.1417, 1.5900)  0.5104
H (-2.1899, -1.7769, -3.6346)  0.2405
H (-0.8658, -1.9478, -4.8153)  0.4777
H (-0.4281, -0.6507, -1.2141)  0.6250
H (1.6845, -4.1941, -1.7933)  0.4541
H (0.0938, 0.1285, -5.7663)  0.4534
H (0.1040, 2.5939, -5.8459)  0.3875
H (-1.0613, 3.9096, -4.0934)  0.5320
H (-2.3263, 0.2519, -2.2552)  0.1435
H (-4.8741, 4.1097, 1.8557)  0.5321
H (-5.5490, 3.0682, 4.0062)  0.3853
H (-4.7596, 0.8064, 4.5928)  0.4022
H (-3.7105, -1.5520, 2.4065)  0.3945
H (-3.4117, -1.1372, 4.1065)  0.3596
H (-1.7060, -1.8873, 0.9087)  0.4787
H (1.2500, -0.7814, 3.6529)  0.5053
H (-2.6553, 0.5847, 0.8874)  0.6718
N (5.2961, -1.5955, 0.8340)  -0.2899
C (4.8631, -0.5353, 1.7137)  0.4066
C (6.0154, 0.2792, 2.3655)  -1.1084
C (7.3828, -0.3759, 2.1939)  -0.6725
C (7.9322, -0.2873, 0.7536)  -0.8451
N (6.9436, -0.1308, -0.3067)  -0.4384
C (5.9410, -1.1860, -0.4067)  0.1073
N (4.9456, -0.7056, -1.3638)  -0.5312
N (6.6207, -2.3823, -0.8792)  -0.6255
C (3.8818, -1.0951, 2.7811)  0.3771
O (4.0271, -0.7812, 3.9569)  -0.7254
O (2.9369, -1.8686, 2.3827)  -0.6138
H (3.0836, -2.5231, -0.0880)  0.0337
H (5.8628, -2.2801, 1.3142)  0.3530
H (4.2485, 0.1410, 1.1077)  0.0976
H (5.7838, 0.3721, 3.4248)  0.4891
H (6.0386, 1.2955, 1.9580)  0.3863
H (7.3280, -1.4159, 2.5235)  0.3113
H (8.0986, 0.1054, 2.8661)  0.4374
H (8.5429, -1.1605, 0.5231)  0.3363
H (8.5859, 0.5849, 0.6788)  0.3893
H (6.4713, 0.7561, -0.1839)  0.3792
H (4.8493, 0.3013, -1.3434)  0.2777
H (4.0462, -1.1110, -1.1241)  0.1163
H (6.9574, -2.1823, -1.8143)  0.3478
H (5.9297, -3.1204, -0.9593)  0.2713
F (-7.8979, 2.5077, 0.2453)  -0.3784
C (-7.0157, 1.5424, -0.0428)  0.6246
C (-6.8299, 0.4794, 0.8209)  0.3020
F (-7.5467, 0.4133, 1.9522)  -0.4023
C (-5.9045, -0.5014, 0.5182)  0.3671
F (-5.7846, -1.4974, 1.4140)  -0.4804
C (-5.1092, -0.4814, -0.6272)  -0.5254
Se (-3.7709, -1.7896, -0.9556)  -0.1827
C (-5.3595, 0.5882, -1.4836)  0.5900
F (-4.6861, 0.7049, -2.6414)  -0.4552
C (-6.2771, 1.5870, -1.2093)  0.2687
F (-6.4528, 2.6003, -2.0666)  -0.4027

---

Record 7
ORCA calculation (ωB97M-V with the def2-TZVPD basis set) on a molecular structure, C11H5MnN2O5 at a distorted geometry.

Properties
Expectation value of S²: 3.80
Net charge: +3
Spin multiplicity: 4
E_LUMO (alpha / beta): -12.82 / -14.53 eV
HOMO (alpha / beta): -19.743 / -19.677 eV
Largest force on an atom: 9.23 eV Å⁻¹

Each line ends with the Mulliken spin population.
Atoms and positions in Å:
O (-0.3097, 5.3507, -4.8349)  0.0003
C (-0.2642, 4.5127, -4.0418)  -0.0061
Mn (0.0640, 0.3254, -1.3237)  2.9796
O (0.0688, 3.2871, -1.1068)  0.0713
C (0.0436, 2.1188, -1.1593)  -0.1162
C (0.1723, -1.3287, -2.0924)  -0.1539
O (0.2557, -2.4414, -2.4198)  0.0486
C (1.8722, 0.4819, -1.4073)  -0.0404
O (3.0287, 0.5998, -1.4721)  0.0642
C (-1.7359, 0.3384, -1.5964)  -0.0367
O (-2.8886, 0.2900, -1.7520)  0.0575
H (-0.1894, 3.5118, -3.3247)  0.0141
N (0.0479, -3.0957, 5.2352)  0.0339
C (0.0311, -2.5219, 4.2139)  -0.0046
C (0.0021, -1.8163, 2.9503)  0.0277
C (-0.9523, -2.1409, 1.9863)  0.0011
C (-0.9384, -1.4746, 0.7632)  0.0145
N (-0.0159, -0.5211, 0.5027)  0.0067
C (0.8877, -0.1650, 1.4416)  0.0320
C (0.9182, -0.7977, 2.6818)  0.0024
H (-1.6975, -2.9133, 2.1686)  0.0002
H (-1.6642, -1.7179, -0.0145)  0.0023
H (1.5931, 0.6284, 1.1886)  0.0019
H (1.6708, -0.5106, 3.4133)  -0.0004

---

| no. | molecular weight (g mol⁻¹) |
| --- | --- |
| 1 | 195.0 |
| 2 | 111.1 |
| 3 | 121.2 |
| 4 | 84.1 |
| 5 | 760.2 |
| 6 | 911.0 |
| 7 | 300.1 |